Formula: C45H120O15
Source: the OMol25 dataset
Level of theory: the ωB97M-V functional and the def2-TZVPD basis

The geometry in ORCA input format:
```
! wB97M-V def2-TZVPD RIJCOSX def2/J DEFGRID3
* xyz 0 1
C 3.49 -28.58 -3.90
C 3.42 -27.75 -5.18
C 3.25 -28.55 -6.47
O 2.21 -26.91 -5.15
H 2.58 -29.10 -3.80
H 3.72 -27.99 -2.97
H 4.33 -29.26 -3.99
H 4.31 -27.03 -5.15
H 2.92 -27.83 -7.28
H 2.45 -29.25 -6.31
H 4.20 -29.11 -6.69
H 2.49 -26.06 -4.74
C 10.89 -28.84 -2.20
C 9.93 -28.05 -1.32
C 9.36 -28.84 -0.16
O 10.68 -26.95 -0.82
H 10.24 -29.57 -2.79
H 11.59 -29.34 -1.55
H 11.44 -28.17 -2.85
H 9.11 -27.64 -1.89
H 8.78 -29.59 -0.61
H 8.62 -28.26 0.43
H 10.12 -29.27 0.52
H 10.11 -26.35 -0.38
C 12.74 -25.36 -5.37
C 13.26 -26.67 -4.76
C 14.31 -27.36 -5.69
O 13.89 -26.43 -3.49
H 13.53 -24.66 -5.50
H 11.92 -24.82 -4.83
H 12.38 -25.66 -6.35
H 12.44 -27.30 -4.53
H 13.88 -27.24 -6.69
H 14.39 -28.46 -5.44
H 15.27 -26.83 -5.44
H 14.61 -26.99 -3.34
C 11.73 -20.64 -5.60
C 10.27 -20.33 -5.39
C 9.88 -19.09 -6.18
O 9.45 -21.47 -5.72
H 11.79 -20.93 -6.65
H 12.05 -21.51 -4.95
H 12.46 -19.82 -5.43
H 10.05 -20.14 -4.35
H 10.28 -18.21 -5.62
H 8.82 -18.96 -6.45
H 10.37 -19.27 -7.25
H 9.55 -22.19 -5.03
C 8.17 -16.98 1.52
C 8.74 -17.62 0.24
C 9.46 -18.97 0.47
O 7.76 -17.60 -0.78
H 7.85 -15.91 1.38
H 8.96 -17.11 2.26
H 7.23 -17.49 1.86
H 9.45 -16.92 -0.15
H 9.58 -19.45 -0.53
H 8.87 -19.63 1.15
H 10.36 -18.71 1.05
H 7.04 -18.12 -0.37
C 6.27 -26.82 2.33
C 5.67 -26.27 1.03
C 6.26 -24.90 0.78
O 5.92 -27.31 -0.01
H 5.85 -27.86 2.59
H 6.19 -26.14 3.18
H 7.32 -26.89 2.07
H 4.58 -26.24 1.05
H 6.00 -24.47 -0.17
H 7.35 -25.01 0.84
H 5.82 -24.23 1.48
H 6.87 -27.42 -0.01
C 9.28 -23.71 3.35
C 9.95 -23.19 4.59
C 11.30 -22.51 4.57
O 9.04 -22.22 5.18
H 9.94 -24.51 2.91
H 9.10 -22.95 2.63
H 8.34 -24.23 3.60
H 9.99 -24.10 5.30
H 11.85 -22.57 5.50
H 11.13 -21.45 4.27
H 11.95 -22.92 3.82
H 9.27 -22.25 6.12
C 8.89 -26.06 -6.63
C 8.63 -27.27 -5.71
C 7.45 -28.08 -6.11
O 9.89 -27.97 -5.60
H 9.17 -26.32 -7.66
H 9.65 -25.35 -6.38
H 8.04 -25.46 -6.61
H 8.31 -26.87 -4.74
H 7.16 -28.65 -5.21
H 7.71 -28.73 -6.95
H 6.60 -27.43 -6.41
H 9.84 -28.77 -5.04
C 6.61 -21.07 2.20
C 5.56 -20.73 1.14
C 4.37 -20.00 1.61
O 6.27 -19.79 0.23
H 6.72 -20.19 2.83
H 7.52 -21.33 1.66
H 6.33 -21.97 2.80
H 5.26 -21.59 0.54
H 4.58 -19.08 2.08
H 3.93 -20.61 2.44
H 3.60 -19.84 0.85
H 6.13 -20.01 -0.70
C 3.99 -24.21 -8.44
C 4.21 -24.12 -6.95
C 5.50 -24.74 -6.33
O 3.99 -22.71 -6.61
H 3.02 -23.74 -8.69
H 3.85 -25.30 -8.76
H 4.71 -23.70 -9.03
H 3.39 -24.73 -6.48
H 5.47 -25.75 -6.61
H 5.54 -24.50 -5.31
H 6.37 -24.30 -6.85
H 3.77 -22.64 -5.67
C 3.35 -23.70 -0.91
C 4.50 -23.49 -1.87
C 4.92 -24.79 -2.65
O 4.16 -22.62 -2.95
H 3.33 -24.53 -0.23
H 2.43 -23.94 -1.61
H 3.14 -22.74 -0.37
H 5.33 -23.03 -1.34
H 4.19 -25.14 -3.32
H 5.05 -25.64 -1.93
H 5.92 -24.61 -3.11
H 4.24 -21.67 -2.65
C 6.00 -20.49 -9.22
C 6.78 -21.33 -8.25
C 7.95 -22.08 -8.88
O 7.15 -20.48 -7.13
H 6.45 -20.44 -10.21
H 5.80 -19.49 -8.86
H 5.05 -20.94 -9.46
H 6.17 -22.15 -7.79
H 8.42 -21.39 -9.71
H 7.58 -22.91 -9.53
H 8.79 -22.49 -8.22
H 7.82 -20.91 -6.60
C 12.46 -21.68 -1.71
C 12.91 -23.17 -1.85
C 14.00 -23.49 -0.82
O 11.86 -24.10 -1.68
H 12.31 -21.46 -0.62
H 11.41 -21.58 -2.23
H 13.12 -21.02 -2.21
H 13.37 -23.17 -2.84
H 14.87 -22.82 -0.91
H 14.41 -24.44 -1.05
H 13.65 -23.46 0.23
H 12.18 -25.02 -1.85
C 5.02 -18.44 -4.28
C 5.18 -19.80 -3.59
C 6.59 -19.92 -3.00
O 4.14 -19.94 -2.57
H 4.01 -18.19 -4.61
H 5.68 -18.35 -5.15
H 5.33 -17.62 -3.62
H 4.96 -20.55 -4.33
H 7.25 -19.83 -3.85
H 6.79 -20.95 -2.52
H 6.73 -19.15 -2.25
H 3.40 -19.43 -2.84
C 8.33 -24.94 -2.39
C 8.48 -23.36 -2.36
C 8.63 -22.94 -0.89
O 9.54 -22.92 -3.17
H 7.41 -25.24 -1.89
H 9.28 -25.36 -2.01
H 8.23 -25.34 -3.44
H 7.61 -22.81 -2.77
H 9.44 -23.48 -0.37
H 7.73 -22.88 -0.35
H 9.08 -21.94 -0.96
H 10.33 -23.36 -2.74
*
```

## Properties
- Energy: -79319.8559 eV



Formula: C42H41NO2P2PbS2
Source: the OMol25 dataset
Level of theory: the ωB97M-V functional and the def2-TZVPD basis

The geometry in ORCA input format:
```
! wB97M-V def2-TZVPD RIJCOSX def2/J DEFGRID3
* xyz 2 1
Pb -0.01 1.65 -3.30
C -2.25 1.07 -5.92
C -2.09 -0.18 -5.59
C -1.29 -1.20 -6.34
C 0.09 -0.70 -6.77
C 0.78 0.03 -5.72
C 0.61 1.38 -5.37
C -0.04 2.31 -6.38
C -1.43 1.88 -6.88
C 0.85 0.46 -0.63
H -3.18 1.59 -5.64
H -2.82 -0.63 -4.91
H -1.84 -1.58 -7.22
H -1.17 -2.10 -5.73
H 0.68 -1.58 -7.08
H -0.04 -0.11 -7.68
H 1.68 -0.48 -5.37
H 1.57 1.87 -4.96
H 0.65 2.42 -7.22
H -0.12 3.28 -5.91
H -1.98 2.81 -7.11
H -1.30 1.41 -7.86
H 0.48 1.35 -0.05
H 1.78 0.17 -0.10
H 0.05 -0.32 -0.35
P -1.53 -0.73 -1.87
P 2.31 -0.03 -1.99
C -0.15 -1.21 -2.99
C 1.24 -1.04 -2.97
C -2.51 -2.23 -1.67
C -2.72 -3.08 -2.76
C -3.57 -4.19 -2.63
C -4.20 -4.43 -1.39
C -4.00 -3.57 -0.29
C -3.16 -2.47 -0.44
C -2.78 0.44 -2.61
C -2.39 1.77 -3.01
C -3.28 2.87 -2.87
C -4.65 2.56 -2.90
C -5.09 1.23 -2.88
C -4.17 0.20 -2.66
C 3.84 -1.04 -1.72
C 3.66 -2.40 -1.37
C 4.73 -3.21 -0.96
C 6.03 -2.69 -0.97
C 6.26 -1.38 -1.43
C 5.17 -0.59 -1.84
C 2.93 1.62 -2.48
C 2.75 2.66 -1.54
C 2.72 3.99 -1.95
C 3.13 4.34 -3.24
C 3.63 3.35 -4.09
C 3.48 2.00 -3.73
H -0.52 -1.96 -3.71
H 1.76 -1.67 -3.71
H -2.22 -2.91 -3.72
H -3.74 -4.87 -3.47
H -4.88 -5.27 -1.28
H -4.49 -3.74 0.67
H -2.96 -1.76 0.38
H -1.86 1.82 -4.02
H -2.85 3.87 -2.82
H -5.35 3.39 -2.95
H -6.15 1.02 -3.09
H -4.57 -0.81 -2.54
H 2.65 -2.79 -1.36
H 4.53 -4.24 -0.62
H 6.87 -3.33 -0.68
H 7.30 -1.00 -1.47
H 5.38 0.43 -2.17
H 2.50 2.39 -0.52
H 2.45 4.77 -1.21
H 3.08 5.37 -3.55
H 4.06 3.65 -5.06
H 3.81 1.25 -4.46
O -0.06 3.10 4.48
S 0.25 1.87 3.80
O 1.60 1.40 3.61
N -0.54 1.90 2.20
C -1.59 1.08 2.16
S -2.70 1.15 0.90
C -1.80 0.27 3.37
C -2.69 -0.80 3.59
C -2.60 -1.50 4.80
C -1.68 -1.13 5.79
C -0.77 -0.07 5.55
C -0.82 0.56 4.32
H -3.41 -1.03 2.81
H -3.31 -2.30 5.00
H -1.63 -1.66 6.73
H -0.02 0.24 6.28
*
```

## Properties
- Energy: -95272.5342 eV